34
Properties=species:S:1:pos:R:3:forces:R:3:mulliken_charge:R:1 method="wB97M-V/def2-TZVPD" e_lumo_ev=1.95 total_charge=-1 e_above_lowest_kcal_mol=0.0
O -1.58408 -2.68698 1.39076 -1.350 2.540 -3.247 -0.55
O 3.11475 1.82108 1.70727 0.502 -0.864 -0.152 -0.68
O -3.67392 -1.47154 0.63239 1.795 2.336 -0.764 -0.17
C 2.14141 -0.08917 -2.43863 -3.203 -1.944 0.953 -0.21
S 4.25572 1.40021 0.89983 -0.347 2.152 -0.440 1.07
O 3.92118 1.17443 -0.50443 0.261 -0.535 0.657 -0.61
C -2.70517 2.10328 0.26578 0.794 1.273 -0.077 -0.78
N 2.16498 -1.23486 -3.28235 -2.998 0.823 2.717 -0.57
H -1.57960 0.56820 2.03438 -1.598 -0.190 0.750 0.28
N -3.43724 1.09672 1.09769 0.515 -2.740 -0.890 0.04
H -3.11983 -0.23489 2.82951 0.689 1.294 -1.031 0.27
H -3.27712 3.09126 0.12077 0.652 -1.601 0.247 0.26
H -2.69045 1.52292 3.14285 -0.208 -1.083 -1.465 0.27
H 1.10911 -3.05729 -3.81407 0.115 1.649 1.284 0.26
O 5.43768 2.23377 1.08871 -0.313 -1.039 0.118 -0.66
C 1.02159 0.09429 -1.40013 -0.981 -1.100 -0.158 -0.28
O -4.69408 0.24293 -0.89519 0.132 -0.924 2.420 -0.54
H 2.94132 0.73419 -2.52354 -1.394 -1.735 0.228 0.36
C -0.09438 -2.13669 -2.12558 2.195 3.313 0.572 -0.38
F 5.07323 -0.24205 2.87266 -0.201 0.315 -0.557 -0.25
C 4.72938 -0.27355 1.56071 0.247 -1.029 0.356 0.58
O -1.20425 -0.64266 -0.21305 0.598 0.152 -0.196 -0.09
C -0.17361 -0.89562 -1.16192 4.159 -1.091 -4.272 0.61
H -1.74195 2.36895 0.83611 -1.378 -0.355 -0.949 0.31
C -2.68724 0.70028 2.32773 1.047 0.548 0.948 -0.82
H -2.38175 1.71047 -0.76316 -0.634 0.530 1.531 0.22
C 1.09773 -2.14881 -3.10063 -1.015 0.465 1.200 -0.24
F 5.78995 -0.81537 0.91028 -0.430 0.490 0.088 -0.24
F 3.72673 -1.18198 1.45980 0.235 0.615 -0.098 -0.23
S -2.13398 -1.99617 0.15794 0.722 -3.819 2.750 0.56
H -0.87523 -2.96055 -2.09537 1.375 1.191 -0.265 0.29
H -5.62890 0.23797 -0.57059 1.013 0.118 -0.693 0.30
B -3.89961 -0.07276 0.30091 -1.043 1.939 -0.509 0.39
H 1.05764 1.04000 -0.74745 0.045 -1.693 -1.056 0.23